1.
The following is a quantum chemistry calculation of a cluster of 2 separate species, C2HF2N in total, from OMol25.

Geometry as XYZ:
```
6
Properties=species:S:1:pos:R:3:mulliken_charge:R:1
C 0.13679 -0.66931 0.78071 0.089
C -0.11412 0.20809 -0.33693 0.341
N 0.33535 -1.37248 1.65808 -0.244
F 0.46165 -0.20102 -1.47153 -0.200
F -1.39641 0.46840 -0.56674 -0.193
H 0.57674 1.56632 -0.06359 0.208
```

## Properties
HOMO-LUMO gap in eV: 11.96
Lowest unoccupied orbital energy in eV: -0.02
E_HOMO in eV: -11.982



2.
The following is a quantum chemistry calculation of a structure of composition C44H56Br2N2O31S, from OMol25.

Geometry as XYZ:
```
136
Properties=species:S:1:pos:R:3:mulliken_charge:R:1
C 1.69329 -4.12452 0.94279 -0.816
O 0.55762 -3.30151 0.94179 -0.134
C -0.51937 -3.89258 0.21398 -1.208
C -0.44106 -3.44082 -1.24407 0.241
C -1.08379 -2.07118 -1.36386 -0.717
C -0.77250 -1.24240 -2.62438 -0.685
C 0.70128 -0.88722 -2.69719 1.144
C 1.24696 -0.20577 -1.55400 -0.850
C 2.55813 0.16153 -1.48249 -1.417
C 3.37376 -0.14483 -2.60300 0.841
N 4.67185 0.16186 -2.66334 -0.755
S 5.15204 -0.34964 -4.12521 0.084
N 3.78009 -0.95152 -4.69130 -0.595
C 2.85149 -0.76861 -3.75121 0.579
C 1.47186 -1.15974 -3.79279 0.294
C 1.03341 -1.78264 -5.05224 -0.285
Br 0.55518 -0.50414 -6.40782 -0.065
C 0.98306 -3.07454 -5.33628 0.499
C 1.39082 -4.14523 -4.37517 -1.308
Br 0.43464 -3.74811 -7.02069 -0.160
H 2.52343 -3.61854 1.42130 0.187
H 2.03577 -4.37189 -0.06629 0.217
H 1.54397 -5.05364 1.49732 0.371
H -0.36550 -4.97425 0.23346 0.384
H -1.48725 -3.63907 0.63799 0.630
H 0.60500 -3.45521 -1.52874 -0.183
H -1.02841 -4.14250 -1.83560 0.331
H -0.88193 -1.46719 -0.48268 0.140
H -2.16690 -2.20398 -1.38302 0.650
H -1.31259 -0.30699 -2.49341 -0.384
H -1.06367 -1.76719 -3.52835 0.785
H 0.62319 0.01683 -0.70189 0.504
H 2.95913 0.65639 -0.61514 0.585
H 1.83997 -4.95173 -4.94885 0.574
H 0.50820 -4.56991 -3.90625 0.247
H 2.11502 -3.79374 -3.64961 0.242
C 5.70952 -3.80532 4.78067 -0.332
C 4.44705 -3.27633 4.14402 -0.092
O 4.09324 -4.33885 3.24108 -0.185
C 4.65173 -5.48256 3.70326 0.539
O 4.41304 -6.56588 3.28269 -0.533
O 5.51723 -5.22258 4.71383 -0.366
H 5.83129 -3.48032 5.80983 0.209
H 6.60683 -3.54645 4.21473 0.286
H 3.64466 -3.13998 4.85854 0.143
H 4.59972 -2.34708 3.60201 0.340
C -4.09988 3.92717 -2.80036 -0.525
C -3.07364 3.50917 -1.77502 0.632
O -3.09392 2.07686 -1.87816 -0.374
C -3.55127 1.75883 -3.10775 0.440
O -3.52316 0.66348 -3.56864 -0.489
O -4.03156 2.84774 -3.74701 -0.363
H -3.86446 4.87341 -3.27920 0.352
H -5.10986 3.97476 -2.38897 0.233
H -2.07494 3.85745 -2.02154 -0.301
H -3.32399 3.82727 -0.76540 -0.671
C -5.36590 -2.62976 -4.85385 0.370
C -6.72621 -2.06604 -4.52354 -0.336
O -7.61144 -3.04399 -5.08461 -0.365
C -6.94173 -4.22137 -5.16107 0.597
O -7.44902 -5.26379 -5.42456 -0.550
O -5.63108 -4.04796 -4.89633 -0.373
H -4.61715 -2.39975 -4.10393 0.085
H -5.00773 -2.29553 -5.82573 0.139
H -6.90960 -2.00708 -3.44755 0.293
H -6.89662 -1.08942 -4.96926 0.263
C -3.19363 2.30390 -8.11441 0.068
C -2.20576 1.29419 -8.66628 -0.307
O -2.47224 0.14306 -7.86365 -0.265
C -3.73795 0.23971 -7.39687 0.580
O -4.31393 -0.64326 -6.85366 -0.593
O -4.25358 1.46617 -7.64460 -0.330
H -3.55948 2.99988 -8.86472 0.337
H -2.79036 2.86880 -7.27093 -0.101
H -2.39343 1.04743 -9.71291 0.253
H -1.16996 1.60750 -8.55583 0.258
C 3.21302 -2.18586 9.55142 -0.139
C 3.85134 -3.42988 8.97385 -0.398
O 3.73930 -3.20307 7.56066 -0.277
C 3.64058 -1.86829 7.35861 0.673
O 3.70380 -1.35033 6.28814 -0.533
O 3.46476 -1.21287 8.52180 -0.321
H 3.65270 -1.88057 10.48602 0.161
H 2.13604 -2.28898 9.68290 0.239
H 4.90812 -3.51848 9.23156 0.267
H 3.34019 -4.34507 9.25858 0.312
C -1.99298 -2.02156 4.26149 -0.458
C -1.27540 -1.95060 2.93149 0.027
O -2.21864 -1.24789 2.11860 -0.129
C -3.01513 -0.52100 2.92028 0.508
O -3.77306 0.29953 2.51158 -0.548
O -2.81958 -0.84139 4.22071 -0.346
H -1.31889 -1.99036 5.11312 0.320
H -2.63606 -2.89896 4.34835 0.291
H -0.35469 -1.36869 2.98432 0.197
H -1.05402 -2.91361 2.49703 0.121
C -0.03214 3.66001 -4.35299 0.750
C 0.28109 4.19154 -5.72868 -0.398
O -0.91424 4.91337 -6.05779 -0.418
C -1.52048 5.26463 -4.90178 0.543
O -2.43692 6.01754 -4.82497 -0.612
O -0.94396 4.65277 -3.83836 -0.083
H 0.83862 3.58464 -3.71651 -0.442
H -0.53553 2.69036 -4.38825 0.124
H 1.12286 4.88626 -5.72989 0.285
H 0.46917 3.40409 -6.45415 0.288
C 1.58146 6.15352 -1.22045 -0.188
C 2.59460 5.68581 -0.19792 -0.400
O 2.57972 4.26431 -0.37984 -0.378
C 2.14212 4.00532 -1.62903 0.677
O 2.17359 2.93540 -2.14979 -0.508
O 1.66796 5.12952 -2.22107 -0.260
H 1.81845 7.12533 -1.64466 0.334
H 0.56429 6.17411 -0.82636 0.062
H 3.60047 6.05495 -0.40521 0.269
H 2.32291 5.94473 0.82157 0.342
C -3.27180 3.90073 2.10856 -0.420
C -4.25040 3.46829 1.05129 -0.159
O -3.95298 4.36024 -0.03500 -0.178
C -2.67791 4.78763 0.12106 1.587
O -2.06673 5.39533 -0.69848 -0.491
O -2.18475 4.41727 1.32704 -0.355
H -2.94209 3.07583 2.73421 0.264
H -3.66095 4.69860 2.74400 0.279
H -4.07942 2.44326 0.72089 0.194
H -5.28554 3.57177 1.36454 0.378
C 5.50081 1.27898 12.10307 -0.310
C 4.35559 2.21408 11.77940 -0.326
O 3.29603 1.30104 11.47444 -0.310
C 3.56265 0.12811 12.08631 0.719
O 2.79878 -0.78027 12.16193 -0.553
O 4.81645 0.11941 12.59383 -0.322
H 6.17686 1.67304 12.85679 0.292
H 6.07550 0.99979 11.21852 0.254
H 4.05823 2.82471 12.63328 0.270
H 4.55925 2.86262 10.93187 0.301
```

## Properties
HOMO-LUMO gap in eV: 8.34
Lowest unoccupied orbital energy in eV: -0.19
E_HOMO in eV: -8.524



- What is the formula in the second record?
  C44H56Br2N2O31S



- Among the records above, which one has the highest E_HOMO?
  C44H56Br2N2O31S



- Among the records above, which one has the highest HOMO-LUMO gap?
  C2HF2N